Entry from the Open Molecules 2025 dataset: a structure of composition C29H26BaF4N8OS2Se4 in a non-equilibrium geometry (ωB97M-V/def2-TZVPD).

## Properties
- 2S+1: 1
- LUMO level: 3.279 eV
- Net charge: -2
- HOMO level: -1.3772 eV
- Total energy: -339088.1819 eV
- ΔE to the lowest compared entry with this formula, charge and spin: 0.000 eV
- Frontier orbital gap: 4.66 eV

Last column: Löwdin charge in e.
Atoms and positions in Å:
Ba (1.2625, -0.2527, 0.5224)  1.659
C (-2.3748, -1.1004, 0.7328)  -0.120
N (-2.1794, -1.2306, -0.6872)  -0.265
C (-3.2880, -0.6512, -1.4034)  -0.107
C (-1.8798, -2.5799, -1.1237)  -0.201
C (-0.5258, -3.0903, -0.6223)  -0.253
N (0.5391, -2.2202, -1.0403)  -0.156
C (1.5006, -2.5823, -1.8837)  -0.233
C (2.4600, -1.5907, -2.2611)  -0.189
F (2.2735, -0.3344, -1.7481)  -0.167
C (3.5235, -1.7800, -3.0956)  -0.242
F (4.3163, -0.7378, -3.3906)  0.079
C (3.7767, -3.0179, -3.6696)  0.029
C (2.8762, -4.0113, -3.3537)  -0.237
F (3.0501, -5.2475, -3.8829)  0.053
C (1.7880, -3.8190, -2.5299)  -0.134
F (0.9714, -4.8979, -2.3380)  0.032
H (-3.2571, -1.6707, 1.0948)  0.086
H (-1.5170, -1.4559, 1.3030)  0.029
H (-2.5177, -0.0497, 0.9850)  0.088
H (-4.2466, -1.1628, -1.1822)  0.082
H (-3.3974, 0.3987, -1.1295)  0.086
H (-3.1095, -0.6996, -2.4762)  0.073
H (-2.6871, -3.2826, -0.8179)  0.114
H (-1.8560, -2.5736, -2.2172)  0.119
H (-0.5459, -3.0887, 0.4754)  0.064
H (-0.4119, -4.1356, -0.9142)  0.106
H (4.6249, -3.1916, -4.3090)  0.116
Se (3.8509, -1.8005, 1.5440)  -0.325
Se (5.3894, -0.4831, 0.3328)  -0.192
Se (4.5152, 1.7174, 0.1076)  -0.250
Se (5.5508, 3.0510, 1.7695)  -0.239
N (-1.8399, -4.0828, 2.7928)  0.086
C (-1.3491, -3.1521, 3.6829)  -0.725
N (-0.3529, -2.3635, 3.4188)  0.116
C (-0.0230, -1.6379, 4.5509)  -0.334
C (-0.8008, -1.8576, 5.6403)  -0.370
S (-1.9805, -3.0667, 5.2838)  1.006
C (1.1227, -0.7196, 4.5610)  -0.381
C (2.0404, -0.7121, 5.5601)  -0.372
S (3.2255, 0.4993, 5.2456)  1.029
C (2.3809, 0.9135, 3.7976)  -0.744
N (1.3171, 0.1792, 3.5409)  0.007
N (2.7591, 1.9791, 3.0751)  0.058
H (-1.5077, -3.9329, 1.8494)  0.061
H (-2.8350, -4.2399, 2.8349)  0.081
H (-0.7455, -1.3505, 6.5851)  0.069
H (2.1035, -1.3946, 6.3880)  0.066
H (3.7491, 2.2724, 3.0160)  -0.097
H (2.3283, 2.0928, 2.1685)  0.025
C (-1.7382, 0.4944, -4.9450)  -0.118
C (-0.6980, 0.2069, -4.0740)  -0.075
C (-0.4835, 0.9874, -2.9482)  -0.002
C (-1.3158, 2.0669, -2.6934)  -0.178
C (-2.3621, 2.3658, -3.5639)  -0.034
C (-2.5677, 1.5759, -4.6827)  -0.109
N (-1.1026, 2.9152, -1.5853)  -0.014
N (-1.4965, 4.2370, -1.6999)  0.101
C (-1.1788, 4.7578, -0.5199)  -0.278
C (-1.3625, 6.1021, -0.0856)  -0.046
C (-0.9810, 6.4229, 1.1804)  -0.121
C (-0.4091, 5.4647, 2.0725)  -0.117
C (-0.2246, 4.1722, 1.6730)  -0.028
C (-0.6040, 3.8140, 0.3644)  -0.101
H (-1.8998, -0.1184, -5.8238)  0.090
H (-0.0357, -0.6307, -4.2529)  0.106
H (0.3331, 0.7542, -2.2914)  0.080
H (-2.9808, 3.2229, -3.3467)  0.095
H (-3.3809, 1.8164, -5.3567)  0.090
H (-1.7958, 6.8343, -0.7540)  0.093
H (-1.1097, 7.4415, 1.5300)  0.085
H (-0.1067, 5.7791, 3.0629)  0.085
H (0.2128, 3.4462, 2.3475)  0.102
O (-0.1977, 1.4223, -0.0325)  -0.431
C (-0.5821, 2.5944, -0.3574)  -0.361

Atomic forces in eV per Å
0.8 -1.1 1.9
-0.1 0.0 0.1
0.1 0.0 0.0
0.0 0.0 0.0
0.0 0.0 0.0
-0.1 0.0 -0.1
0.2 -0.2 -0.3
0.3 -0.1 -0.3
-0.1 -0.2 -0.1
0.4 0.1 -0.8
0.0 0.0 -0.1
0.0 -0.1 0.0
0.0 0.1 0.0
-0.1 0.0 0.0
0.0 0.0 0.0
-0.2 -0.1 0.1
0.0 0.0 0.0
0.0 0.0 0.0
0.0 0.0 0.0
0.0 0.0 0.0
0.0 0.0 0.0
0.0 0.0 0.0
0.0 0.0 -0.1
0.0 0.0 0.0
0.0 0.0 0.0
0.0 0.0 0.1
-0.1 0.0 0.0
0.1 0.0 0.0
0.4 -0.1 0.1
-0.3 0.2 -0.1
0.3 -0.1 0.3
-0.2 -0.2 -0.2
-0.1 0.0 -0.1
0.2 -0.1 -0.5
-0.2 0.0 0.2
0.0 0.0 0.1
0.1 0.0 -0.1
-0.1 0.1 0.3
0.1 -0.2 0.1
-0.2 0.0 -0.1
0.2 -0.1 0.2
-0.3 0.2 -0.4
0.1 0.2 0.1
0.0 0.1 -0.2
0.0 0.0 0.0
0.0 0.0 0.0
0.0 0.0 0.1
0.0 0.0 0.1
0.0 0.0 0.1
-0.1 0.0 0.1
0.0 -0.1 -0.1
0.0 -0.1 0.1
0.0 -0.1 -0.1
0.0 0.2 0.1
0.1 -0.1 0.0
0.0 0.1 0.0
-0.1 0.1 0.1
0.0 0.0 -0.1
-0.1 0.1 -0.1
0.0 -0.1 -0.1
0.1 0.0 0.2
0.0 0.2 0.0
0.0 -0.1 -0.1
-0.1 -0.2 0.2
0.0 0.0 0.0
0.0 0.0 0.0
0.0 0.0 0.0
0.0 0.0 0.0
0.0 0.0 0.0
0.0 0.0 0.0
0.0 0.0 0.0
0.0 0.0 0.0
0.0 -0.1 0.0
-1.0 1.5 -0.3
-0.1 0.2 -0.3